ORCA calculation (ωB97M-V/def2-TZVPD) on the molecule C3H4O2S at a distorted geometry.

Results
spin multiplicity: 1
lowest unoccupied orbital energy: 0.34 eV
max |F|: 4.3 eV/A
frontier orbital gap: 9.27 eV
charge: 0
ΔE to the lowest compared entry with this formula, charge and spin: 2.496 eV
calculated total energy: -18103.569 eV

Last column: natural (NBO) charge in e.
Positions of all 10 atoms, in Å:
C1 1.371 -0.901 0.032  0.759
C2 0.876 0.517 0.085  -0.515
C3 -0.660 -0.703 -0.733  -0.043
O1 2.357 -1.364 0.511  -0.533
O2 0.412 -1.613 -0.632  -0.521
S1 -2.006 -0.956 0.344  0.054
H1 0.717 0.933 1.067  0.226
H2 1.262 1.195 -0.657  0.231
H3 -0.946 -0.427 -1.739  0.210
H4 -1.278 -1.392 1.378  0.132

Atomic forces in eV per Å
0.382 0.519 0.385
-2.813 -2.150 -1.665
2.914 2.598 1.901
-0.154 -0.255 -0.247
-0.013 -0.658 -0.290
-0.526 -0.236 -0.107
-0.096 0.096 0.152
0.194 0.091 -0.134
0.021 -0.035 -0.064
0.091 0.030 0.067

ORCA calculation (ωB97M-V/def2-TZVPD) on the molecule C3H4O2S at a distorted geometry.

Results
spin multiplicity: 1
lowest unoccupied orbital energy: 0.14 eV
max |F|: 4.1 eV/A
frontier orbital gap: 10.28 eV
SMILES string: O=S1(=O)C=CC1
charge: 0
ΔE to the lowest compared entry with this formula, charge and spin: 3.936 eV
calculated total energy: -18102.129 eV

Last column: natural (NBO) charge in e.
Positions of all 10 atoms, in Å:
C1 0.324 -0.179 -0.332  -0.303
C2 -0.388 -0.830 -1.198  -0.315
C3 -0.411 0.520 0.703  -0.564
O1 -2.796 0.880 -0.815  -0.907
O2 -3.009 -0.939 0.757  -0.878
S1 -2.120 -0.123 -0.045  1.987
H1 1.482 0.022 -0.235  0.249
H2 -0.067 -1.591 -2.007  0.244
H3 -0.209 0.118 1.662  0.236
H4 -0.639 1.644 0.684  0.252

Atomic forces in eV per Å
3.646 1.739 0.308
-1.488 -2.135 -0.606
-3.364 1.758 -0.203
0.536 0.476 -0.065
1.476 -0.019 -0.218
1.324 -1.020 -0.995
-2.218 -0.865 -0.732
-0.968 1.597 1.290
-0.087 -0.074 1.190
1.142 -1.457 0.032

Question: Number 1 is which compound?
Answer: C3H4O2S

Question: Which of these has the lowest frontier orbital gap?
Answer: number 1

Question: Which value of ΔE to the lowest compared entry with this formula, charge and spin does entry 2 give?
Answer: 3.936 eV